No. 1
Below is C22H37O3ScSi as an isolated structure at a distorted geometry, with properties calculated with wB97M-V/def2-TZVPD.

ORCA input file:
```
! RIJCOSX wB97M-V def2-TZVPD def2/J DEFGRID3
* xyz 0 1
O -2.71458 0.14652 -7.31385
C -2.12713 -0.74069 -8.29925
C -2.76224 -0.02221 -9.49716
H -2.47515 -1.76995 -8.17608
H -1.03541 -0.69712 -8.28973
C -3.41321 0.86264 -8.38473
H -3.48248 -0.61304 -10.07052
H -2.05860 0.52798 -10.12928
C -4.91912 0.69725 -8.30345
H -5.20151 -0.36018 -8.29803
H -5.39508 1.17866 -9.17121
H -5.30097 1.17946 -7.39525
C -3.01791 2.32394 -8.45712
H -1.93204 2.43857 -8.51847
H -3.39174 2.85450 -7.57248
H -3.46838 2.78691 -9.34834
Sc 0.14124 0.06613 0.16732
C 1.81044 1.84687 0.65349
C 2.65357 0.71858 0.40447
C 2.48935 0.34517 -0.95936
H 3.36515 0.27464 1.09366
C 1.59008 1.26527 -1.56623
C 1.11890 2.16024 -0.55908
H 0.45161 3.00967 -0.71122
H 1.78226 2.42300 1.57238
H 3.01463 -0.45925 -1.46430
H 1.40409 1.35162 -2.63979
C -1.74678 0.71648 2.22350
C -1.42126 1.76424 1.31295
C -1.83214 1.36697 0.00258
H -1.01959 2.74222 1.57192
C -2.34328 0.01989 0.10951
C -2.26802 -0.37305 1.47609
H -2.56197 -1.32786 1.89991
H -1.67787 0.76492 3.30981
H -1.86954 2.02112 -0.86572
H -2.81204 -0.55628 -0.68890
O -0.48494 -0.48576 -1.83167
C -1.17437 0.44672 -2.78624
C -0.87825 -0.08950 -4.18106
H -0.82319 1.47627 -2.63956
H -2.25525 0.41386 -2.59051
C -0.65238 -1.58777 -3.95516
H 0.03715 0.38737 -4.55422
H -1.68094 0.13061 -4.89718
C -0.11743 -1.73725 -2.52902
H 0.01417 -2.02827 -4.69663
H -1.61635 -2.09378 -4.01926
H 0.97774 -1.82182 -2.51444
H -0.56883 -2.57395 -1.98172
C 0.10820 -1.76552 4.51771
Si 1.19104 -0.85647 3.26511
C 1.19069 0.93977 3.88788
C 2.93588 -1.48392 3.63389
O 0.72236 -1.02978 1.71587
H 0.60020 -1.75288 5.50293
H -0.01165 -2.81486 4.21863
H -0.89044 -1.32244 4.64014
H 1.41814 0.85130 4.96067
H 1.97121 1.57261 3.45140
H 0.24036 1.48075 3.80681
H 3.06782 -2.48091 3.19190
H 3.73201 -0.82623 3.25734
H 3.07477 -1.58092 4.72160
*
```

The largest force on an atom comes out at 2.18 eV/A. The calculation puts the HOMO energy at -0.280 hartree. The energy above the lowest of the compared OMol25 structures with the same formula, charge and spin is 0.0 kcal per mole. The lowest unoccupied orbital energy is 0.3 eV.

***

No. 2
Below is a 4-piece molecular cluster, C27H39BrFI2N4O overall, with properties calculated with wB97M-V/def2-TZVPD.

ORCA input file:
```
! RIJCOSX wB97M-V def2-TZVPD def2/J DEFGRID3
* xyz 1 1
C 3.36546 2.29036 0.63961
O 4.25959 3.29500 0.22783
C 3.62714 4.41282 -0.36600
C 3.26196 4.21323 -1.84658
C 1.77373 3.93314 -2.09175
C 1.46715 3.56988 -3.55555
C 1.41202 2.06439 -3.86404
C 0.02306 1.41856 -3.75955
C -0.32947 0.86516 -2.33767
C -1.49441 1.55114 -1.76552
N -2.70292 1.11388 -1.67767
Br -3.30191 -0.49561 -2.32899
C -3.59342 2.01310 -0.84274
C -5.07678 1.78428 -0.90989
I -5.81483 0.69606 0.72711
C -5.91188 2.13569 -1.87917
C -7.39146 1.93452 -1.90619
I -5.15673 2.94754 -3.66143
C -2.90102 3.35099 -1.07321
C -1.43816 2.95360 -1.15424
F -0.80087 2.85377 0.05503
H 2.55924 2.70238 1.26264
H 2.91540 1.77104 -0.22198
H 3.89872 1.54067 1.22579
H 4.30430 5.25978 -0.24423
H 2.71131 4.64241 0.20369
H 3.85934 3.37869 -2.23064
H 3.53646 5.11851 -2.39702
H 1.20057 4.82262 -1.80172
H 1.46201 3.12968 -1.41402
H 2.22074 4.02613 -4.20332
H 0.51071 4.02538 -3.84571
H 2.09653 1.52589 -3.19526
H 1.79582 1.88877 -4.87245
H -0.00834 0.55076 -4.42104
H -0.74538 2.11627 -4.11027
H -0.49004 -0.21377 -2.36428
H 0.50694 1.04509 -1.65317
H -3.30660 1.73837 0.17780
H -7.87269 2.70143 -2.51251
H -7.80701 1.98166 -0.89757
H -7.62608 0.96615 -2.35924
H -3.13661 4.09131 -0.30972
H -3.12404 3.78957 -2.04723
H -0.86850 3.60375 -1.82416
N 3.58846 -3.00415 2.50563
C 2.50468 -2.58961 1.78532
C 2.96818 -1.84974 0.72902
C 4.38713 -1.81902 0.81938
C 4.73827 -2.54416 1.92532
H 3.53841 -3.56962 3.33200
H 1.50687 -2.85844 2.08335
H 2.35905 -1.38187 -0.02767
H 5.06873 -1.32280 0.14886
H 5.70343 -2.76707 2.34591
N 2.73695 -6.12094 4.59386
C 1.72729 -5.19840 4.68131
C 0.54052 -5.86126 4.51400
C 0.84611 -7.23429 4.31232
C 2.20704 -7.36149 4.36749
H 3.71713 -5.92826 4.68656
H 1.92789 -4.15667 4.87262
H -0.43969 -5.41665 4.54076
H 0.14572 -8.03619 4.15209
H 2.83991 -8.22646 4.27073
N -2.82309 -1.94029 1.01742
C -1.75320 -2.74755 0.73175
C -1.61583 -3.63379 1.76532
C -2.64118 -3.35038 2.70920
C -3.36981 -2.30223 2.21894
H -3.17019 -1.19873 0.43959
H -1.18698 -2.62963 -0.17727
H -0.86692 -4.40510 1.83605
H -2.82345 -3.86288 3.63810
H -4.23046 -1.78638 2.60824
*
```

The largest force on an atom comes out at 0.88 eV/A. The calculation puts the HOMO energy at -0.363 hartree. The lowest unoccupied orbital energy is -4.1 eV.